[1]
Below is a 2-piece molecular cluster, C9H16ClNO4 overall, with properties calculated with ωB97M-V/def2-TZVPD.

Structure (XYZ):
```
31
Properties=species:S:1:pos:R:3
C 0.5805 2.3235 0.9772
C 2.5491 1.4370 0.1913
C -0.6969 2.8059 0.3204
C -0.1562 -2.3759 0.3205
C -2.1471 -1.2609 -0.3828
C -0.8438 -2.5131 -1.9775
C 2.0403 0.4344 1.2134
C 0.0194 -0.3860 -0.9773
C 0.6064 0.8418 1.4070
N -0.7869 -1.6425 -0.7872
O 3.5631 1.3726 -0.4352
O 0.8754 3.0214 2.1562
O 1.6825 2.4551 0.0781
O -0.2767 0.2639 1.9943
Cl -0.6825 0.5076 -2.3796
H -1.5267 2.6212 0.9969
H -0.6212 3.8706 0.1097
H -0.8560 2.2684 -0.6069
H 0.8628 -2.6475 0.0521
H -0.1397 -1.7352 1.2001
H -0.7241 -3.2801 0.5364
H -2.0747 -0.6144 0.4893
H -2.6182 -0.7104 -1.1931
H -2.7340 -2.1466 -0.1442
H 0.1666 -2.8070 -2.2607
H -1.4362 -3.4047 -1.7739
H -1.2872 -1.9555 -2.8007
H 2.2020 -0.5934 0.9046
H 2.5672 0.6021 2.1583
H 1.0017 -0.7204 -1.3535
H 0.8909 3.9681 1.9670
```

Summary:
Energy   -1168.37015 Eh
Energy above the lowest of the compared OMol25 structures with the same formula, charge and spin   0.0 kJ/mol
Lowest unoccupied orbital energy   0.018 Eh
2S+1   1

***

[2]
Below is C9H16GaN2PS as an isolated structure, with properties calculated with ωB97M-V/def2-TZVPD.

Structure (XYZ):
```
30
Properties=species:S:1:pos:R:3
C -0.0390 -1.0067 -3.2788
C -0.2705 -0.0817 -4.2483
C -0.0435 1.3136 -4.1129
C 0.7226 1.9051 -3.0729
C 1.1569 1.2515 -1.9619
Ga -0.2234 0.0409 -1.7604
P 0.6348 -2.2801 -0.6404
H -0.0926 -2.0857 -3.4349
H -0.5987 -0.4059 -5.2445
H -0.2649 1.9354 -4.9858
H 1.8815 1.6616 -1.2588
H 1.0244 2.9444 -3.2654
H 1.9155 -2.2867 -0.0078
H 0.7921 -3.3501 -1.5722
H -0.2121 -2.8965 0.3374
S -1.9895 0.3944 -0.3160
C -1.1537 0.3202 1.2087
N -0.4101 1.3468 1.6429
C 0.0372 1.4313 3.0354
C 0.4995 0.0618 3.4828
C -0.5656 -0.9901 3.2527
N -1.2877 -0.7584 1.9950
H -0.4618 2.1894 1.0792
H -0.7869 1.7858 3.6709
H 0.8464 2.1631 3.0731
H 0.7480 0.0917 4.5462
H 1.4117 -0.2140 2.9430
H -1.2973 -0.9751 4.0715
H -0.1273 -1.9940 3.2168
H -1.8460 -1.5120 1.6054
```

Summary:
Energy   -3126.20442 Eh
Lowest unoccupied orbital energy   -0.002 Eh
2S+1   1

***

[3]
Below is C9H16IrN4O4 as an isolated structure, with properties calculated with ωB97M-V/def2-TZVPD.

Structure (XYZ):
```
34
Properties=species:S:1:pos:R:3
Ir -1.0153 0.1966 -0.2073
C 0.6092 -2.3031 0.1591
C 0.7370 -2.0020 1.6240
O 0.0663 -0.7389 1.9149
C 0.1385 -0.2284 3.2432
C -0.6213 1.0453 3.4315
H 1.1156 -3.2513 -0.0442
H 1.1278 -1.5592 -0.4577
H -0.4336 -2.4599 -0.1417
H 1.7768 -1.8725 1.9593
H 0.2770 -2.7545 2.2805
H 1.2316 -0.1326 3.4475
H -0.1662 -1.0519 3.9189
H -0.4151 1.7602 2.6313
H -0.2937 1.5100 4.3633
H -1.6933 0.8621 3.5297
C -1.4853 -1.7478 -4.2495
C -0.7853 -0.7553 -3.3732
O -1.6092 -0.5270 -2.1127
H -0.8858 -1.8791 -5.1532
H -2.4620 -1.3851 -4.5771
H -1.5876 -2.7220 -3.7728
H -0.6857 0.2271 -3.8302
H 0.1741 -1.1085 -2.9994
H -2.5487 -0.6066 -2.3457
O -3.4466 1.4924 0.7306
N -2.5066 1.0039 0.4250
O 0.8949 1.1939 -0.3470
N 1.2037 2.3547 -0.7084
C 2.1482 3.0828 -0.2063
C 2.6418 2.6846 1.0821
N 2.9840 2.2007 2.0656
C 2.5807 4.2599 -0.8701
N 2.9343 5.2114 -1.4103
```

Summary:
Energy   -975.27351 Eh
Lowest unoccupied orbital energy (alpha / beta)   -0.470 / -0.581 Eh
2S+1   5
Charge   +3

***

[4]
Below is an isolated ion of composition C9H16N and charge +1, with properties calculated with ωB97M-V/def2-TZVPD.

Structure (XYZ):
```
26
Properties=species:S:1:pos:R:3
C 2.3844 0.3960 1.1630
C 2.0117 0.5848 -0.4002
C 1.1610 -0.5882 -0.8674
C 0.6822 -1.5318 0.1666
N -0.2917 -0.6406 -0.5915
C -1.2540 -1.2599 -1.5179
C -0.9107 0.5277 0.0119
C -1.9939 0.1628 1.5286
C -1.6238 1.4705 -0.8728
C -0.6275 1.9234 -0.1815
H 2.3843 -0.6617 1.4770
H 1.6223 0.9737 1.7957
H 3.2821 0.7979 1.5722
H 2.9165 0.7666 -1.0592
H 1.3852 1.4320 -0.4876
H 1.3105 -1.1579 -1.8915
H 0.4643 -2.5307 -0.0956
H 0.7603 -1.1492 1.2219
H -0.9829 -2.2194 -1.8470
H -2.2653 -1.4361 -1.0119
H -1.3203 -0.5779 -2.3201
H -1.8322 1.0598 2.0218
H -1.4777 -0.7400 2.0662
H -2.9660 -0.0746 1.2551
H -2.4811 1.6169 -1.4639
H -0.3377 2.8561 0.3280
```

Summary:
Energy   -406.81805 Eh
Energy above the lowest of the compared OMol25 structures with the same formula, charge and spin   607.8 kJ/mol
Structure (SMILES)   CC[C@H]1C[N@@+]1(C)C1(C)C=C1
Lowest unoccupied orbital energy   -0.095 Eh
2S+1   1
Charge   +1

***

no.,largest force on an atom (eV/A)
1,1.17
2,2.32
3,0.69
4,6.70